Formula: C33H51N2O3PS6Tl
Source: the OMol25 dataset
Level of theory: the ωB97M-V functional and the def2-TZVPD basis

Last column: Löwdin charge in e.
CARTESIAN COORDINATES (ANGSTROEM)
Tl  -0.2610  -0.0635  -0.1372  0.729
C  -0.0317  -3.8006  -0.0558  -0.447
C  0.5126  -3.7202  -1.4756  -0.471
S  1.5555  -2.2933  -1.8789  0.833
C  3.2069  -2.8981  -1.4158  -0.483
C  3.3888  -3.2131  0.0662  -0.484
S  2.5822  -1.9227  1.0394  0.823
C  2.9274  -2.4793  2.7235  -0.476
C  2.1624  -1.6199  3.7380  -0.487
S  0.5269  -1.0361  3.1988  0.835
C  -0.2730  -2.6587  3.0391  -0.479
C  -1.4681  -2.6746  2.1010  -0.444
S  -1.1604  -2.4394  0.3328  0.943
H  0.7639  -3.8257  0.6804  0.038
H  -0.6594  -4.6903  0.0321  0.112
H  -0.3134  -3.7359  -2.1865  0.074
H  1.1067  -4.6156  -1.6656  0.105
H  3.8906  -2.1102  -1.7327  0.083
H  3.4224  -3.7793  -2.0197  0.095
H  4.4538  -3.2530  0.2946  0.098
H  2.9638  -4.1880  0.3162  0.087
H  3.9950  -2.3996  2.9257  0.094
H  2.6606  -3.5342  2.8112  0.084
H  2.7216  -0.7154  3.9706  0.058
H  2.0354  -2.1751  4.6667  0.095
H  -0.6133  -2.9809  4.0245  0.101
H  0.4771  -3.3755  2.7093  0.061
H  -2.1985  -1.9093  2.3543  0.054
H  -1.9757  -3.6390  2.1670  0.108
C  0.4180  3.1206  0.8719  -0.191
P  1.4256  1.8154  0.1431  0.969
C  2.0252  2.2802  -1.4756  -0.402
C  2.0491  1.3785  -2.5329  -0.119
C  2.5453  1.7773  -3.7650  -0.042
C  3.0148  3.0721  -3.9368  -0.026
C  3.0011  3.9726  -2.8762  -0.032
C  2.5095  3.5822  -1.6418  -0.064
C  2.8242  1.5764  1.2242  -0.377
C  2.7315  1.8712  2.5870  -0.090
C  3.8584  1.7826  3.3870  -0.056
C  5.0746  1.3996  2.8333  -0.028
C  5.1693  1.1046  1.4787  -0.040
C  4.0481  1.1927  0.6738  -0.093
H  1.0654  3.9700  1.0935  0.080
H  -0.0304  2.7612  1.7977  0.053
H  -0.3721  3.4163  0.1884  0.042
H  1.6925  0.3634  -2.3993  0.029
H  2.5667  1.0784  -4.5909  0.117
H  3.3990  3.3834  -4.8991  0.125
H  3.3785  4.9772  -3.0110  0.125
H  2.5145  4.2869  -0.8190  0.120
H  1.7943  2.1834  3.0293  0.108
H  3.7950  2.0319  4.4379  0.124
H  5.9567  1.3478  3.4580  0.125
H  6.1226  0.8244  1.0516  0.123
H  4.1253  0.9787  -0.3853  0.113
S  -3.7462  3.1857  -2.0180  1.110
C  -2.2765  3.8195  -2.6160  -0.341
C  -1.2397  3.0505  -2.1973  -0.244
N  -1.5902  1.9760  -1.4081  -0.082
C  -2.8902  1.9351  -1.2504  -0.483
H  -2.2433  4.7031  -3.2327  0.091
H  -0.2037  3.2200  -2.4526  0.105
H  -3.3968  1.1557  -0.6987  0.067
O  -3.7379  -0.1004  1.1069  0.033
C  -2.9208  0.5520  1.7569  -0.620
O  -1.6631  0.6199  1.5764  -0.164
C  -3.4366  1.4000  2.9387  -0.141
N  -4.9208  1.1304  3.0457  0.108
C  -5.1908  0.4411  4.3707  -0.070
C  -3.8287  -0.1053  4.7661  -0.130
C  -2.8693  0.9885  4.2978  -0.103
H  -3.2750  2.4505  2.7015  0.169
H  -5.1215  0.5082  2.2425  0.157
H  -5.4794  1.9752  2.9473  0.188
H  -5.9686  -0.3038  4.2296  0.141
H  -5.5405  1.1999  5.0672  0.142
H  -3.6409  -1.0491  4.2482  0.117
H  -3.7705  -0.2935  5.8355  0.135
H  -1.8326  0.6683  4.2112  0.099
H  -2.9027  1.8354  4.9845  0.134
C  -0.2688  -1.5375  -5.8975  -0.101
C  -0.8766  -1.8776  -4.5432  -0.368
S  -0.9777  -0.3880  -3.5291  0.974
O  -1.2458  -0.8932  -2.0878  -0.695
C  -2.5470  0.2650  -4.1329  -0.358
C  -3.7707  -0.5173  -3.6916  -0.093
H  -0.2281  -2.4386  -6.5076  0.097
H  0.7465  -1.1567  -5.7893  0.077
H  -0.8628  -0.8049  -6.4444  0.078
H  -0.2354  -2.5533  -3.9833  0.046
H  -1.8707  -2.3145  -4.6230  0.098
H  -2.4283  0.2890  -5.2194  0.102
H  -2.5731  1.2996  -3.7957  0.044
H  -3.8225  -1.5042  -4.1478  0.080
H  -4.6641  0.0265  -3.9967  0.096
H  -3.7902  -0.6398  -2.6091  0.070

Atoms 1-2, force components in eV/Å:
Tl 0.159 -0.191 -0.119
C 0.051 0.076 -0.007

Values from the calculation:
Lowest unoccupied orbital energy   -8.5382 eV
Net charge   +3
Molar mass   951.5 g mol⁻¹
Relative energy (zero: lowest compared OMol25 entry of this formula, charge and spin)   0.0 kcal per mole

***

Formula: C33H51N7O4PPd
Source: the OMol25 dataset
Level of theory: the ωB97M-V functional and the def2-TZVPD basis

Last column: Löwdin charge in e.
CARTESIAN COORDINATES (ANGSTROEM)
Pd  1.3149  0.1375  0.2610  0.893
C  3.2562  1.1467  2.7646  -0.069
C  3.9398  0.9792  1.4445  -0.407
C  5.2525  1.2832  1.1164  -0.118
C  5.4346  0.8857  -0.2341  -0.102
C  4.2232  0.3642  -0.6573  -0.392
C  3.8604  -0.2095  -1.9880  -0.068
N  3.3214  0.4452  0.3548  -0.076
H  3.5836  0.4035  3.4971  0.070
H  2.1705  1.0294  2.6847  0.051
H  3.4545  2.1331  3.1972  0.052
H  5.9915  1.7055  1.7836  0.075
H  6.3362  0.9597  -0.8250  0.074
H  4.2137  0.4297  -2.8022  0.062
H  2.7786  -0.3159  -2.0879  0.041
H  4.2803  -1.2085  -2.1289  0.068
N  -0.6656  0.6202  0.6166  -0.320
P  -1.5658  0.0870  -0.5056  0.502
N  -1.3329  0.7038  -2.0523  -0.200
C  -1.2871  0.0959  -3.3653  -0.213
C  -2.3662  0.6556  -4.2938  -0.190
C  -2.3007  2.1767  -4.3661  -0.214
C  -2.3290  2.7655  -2.9599  -0.190
C  -1.2170  2.1563  -2.1161  -0.248
N  -1.6809  -1.5938  -0.7107  -0.172
C  -1.8956  -2.1849  0.6375  -0.222
C  -2.5714  -3.5464  0.5245  -0.175
C  -2.0236  -4.3355  -0.6709  -0.198
C  -0.6205  -3.8371  -0.9818  -0.182
C  -0.6794  -2.3895  -1.4691  -0.210
N  -3.1662  0.4850  -0.1382  -0.235
C  -3.5045  1.4200  0.9126  -0.225
C  -4.8669  1.0567  1.5428  -0.183
C  -5.1796  -0.4212  1.3383  -0.206
C  -5.2899  -0.7398  -0.1564  -0.173
C  -4.2792  0.0935  -0.9669  -0.220
H  -1.4028  -0.9782  -3.2891  0.075
H  -0.2979  0.2801  -3.8131  0.126
H  -3.3458  0.3522  -3.9101  0.098
H  -2.2553  0.2110  -5.2874  0.106
H  -3.1095  2.5741  -4.9848  0.101
H  -1.3593  2.4685  -4.8482  0.109
H  -3.2910  2.5476  -2.4840  0.098
H  -2.2159  3.8536  -2.9914  0.104
H  -1.2141  2.5543  -1.1011  0.080
H  -0.2396  2.4106  -2.5496  0.104
H  -2.5151  -1.5041  1.2187  0.081
H  -0.9435  -2.2422  1.1714  0.101
H  -3.6572  -3.4329  0.4454  0.088
H  -2.3729  -4.0913  1.4534  0.109
H  -2.6580  -4.1735  -1.5488  0.105
H  -2.0331  -5.4097  -0.4709  0.100
H  -0.1523  -4.4298  -1.7713  0.115
H  0.0245  -3.9305  -0.1083  0.101
H  -0.9964  -2.4410  -2.5135  0.085
H  0.3242  -1.9506  -1.4234  0.090
H  -3.5553  2.4509  0.5221  0.102
H  -2.7051  1.3936  1.6521  0.085
H  -5.6679  1.6552  1.0952  0.102
H  -4.8543  1.3080  2.6059  0.101
H  -6.1037  -0.6975  1.8526  0.102
H  -4.3838  -1.0194  1.7867  0.093
H  -6.3046  -0.5198  -0.5056  0.101
H  -5.1181  -1.8050  -0.3274  0.089
H  -4.7786  0.9842  -1.3825  0.106
H  -3.9094  -0.4802  -1.8170  0.095
N  1.4622  2.0724  -0.5452  0.137
C  1.5682  2.9012  0.2582  -0.240
N  1.6863  3.8325  1.1719  -0.057
C  3.0063  4.4386  1.3888  -0.106
C  3.0746  5.7334  0.6051  -0.180
O  1.9859  6.5902  0.9319  -0.135
C  0.7363  5.9916  0.6267  -0.190
C  0.5424  4.7147  1.4202  -0.101
H  3.7682  3.7155  1.0868  0.124
H  3.1130  4.6295  2.4592  0.130
H  3.0647  5.5174  -0.4717  0.131
H  3.9850  6.2834  0.8417  0.126
H  0.6847  5.7710  -0.4487  0.129
H  -0.0338  6.7241  0.8689  0.124
H  -0.3664  4.1760  1.1519  0.130
H  0.5162  4.9284  2.4912  0.132
O  3.7074  -4.5631  0.1364  0.068
C  3.0906  -4.7170  1.3422  -0.256
C  3.2559  -5.9037  2.0563  -0.044
C  2.6518  -6.0860  3.2877  -0.108
C  1.8704  -5.0731  3.8266  -0.101
C  1.7150  -3.8968  3.1099  -0.023
C  2.3052  -3.6875  1.8639  -0.060
C  2.0068  -2.3904  1.1507  -0.633
O  1.4485  -1.4882  1.8524  -0.104
O  2.2425  -2.2539  -0.0575  -0.024
H  4.2433  -5.3494  -0.0142  0.098
H  3.8697  -6.6903  1.6271  0.104
H  2.7920  -7.0184  3.8207  0.094
H  1.3909  -5.1943  4.7885  0.091
H  1.1183  -3.0817  3.4971  0.113

Atoms 1-2, force components in eV/Å:
Pd -0.050 1.297 1.400
C -0.256 0.005 0.181

Values from the calculation:
Lowest unoccupied orbital energy   2.5552 eV
Net charge   -1
Molar mass   747.2 g mol⁻¹
Relative energy (zero: lowest compared OMol25 entry of this formula, charge and spin)   30.5 kcal per mole